This record from the Open Molecules 2025 dataset describes a molecular structure, C51H129CuN6O17 in a non-equilibrium geometry. The level of theory is ωB97M-V with the def2-TZVPD basis set.

Geometry as XYZ:
```
204
Properties=species:S:1:pos:R:3:forces:R:3
Cu 4.1483 2.6163 2.5092 0.52 0.07 0.53
C -2.2093 -0.0633 -1.3562 0.30 -1.16 -0.53
C -1.8153 -0.3149 0.1123 -0.54 1.11 0.16
C -2.6351 -1.5854 0.6147 -0.94 1.11 -0.14
C -2.0176 -2.9163 0.3191 -0.87 -0.74 1.02
C -0.7196 -2.8896 1.0163 2.50 1.35 -1.21
C 0.2467 -1.7436 0.3401 -0.90 -0.85 -0.07
N -0.3245 -0.3605 0.4069 0.20 -0.11 0.38
O 0.5541 0.7177 -0.1130 -2.09 -2.54 0.80
C 0.5493 -2.1823 -1.1396 0.15 -0.32 1.03
C 1.4873 -1.9079 1.2269 0.74 1.09 -0.20
C -2.4208 0.9294 0.8240 0.99 0.76 0.59
H -2.0345 -0.9213 -2.0053 0.57 -0.22 0.02
H -1.6737 0.7808 -1.7908 -0.26 0.14 0.17
H -3.2969 -0.0295 -1.4208 -0.07 0.80 0.10
H -3.6911 -1.5821 0.3449 -0.09 0.49 -1.89
H -3.0214 -1.4719 1.6277 1.68 -0.14 1.13
H -1.9716 -3.2045 -0.7311 0.39 0.56 -0.19
H -2.6010 -3.7411 0.7282 -0.50 0.05 0.28
H -0.1595 -3.8223 0.9489 0.06 -0.12 -0.37
H -0.7221 -2.6860 2.0871 -0.70 0.26 0.04
H -0.2749 -2.2157 -1.8521 -0.25 0.53 0.35
H 0.8313 -3.2320 -1.0571 0.65 -0.11 -0.24
H 1.3404 -1.5484 -1.5402 0.03 -0.15 -0.02
H 1.6967 -2.9340 1.5293 -0.09 -0.17 -0.39
H 1.3896 -1.3515 2.1591 -0.39 0.16 0.02
H 2.3792 -1.4895 0.7605 0.10 -0.05 -0.16
H -2.2949 0.9503 1.9065 -0.63 -0.93 0.34
H -3.4234 1.1993 0.4926 -0.21 -0.48 0.26
H -1.8529 1.8491 0.6836 0.49 -0.11 -1.07
C -2.2098 8.2845 -3.1509 1.16 -1.11 -1.05
C -1.9893 6.9604 -2.4526 -1.34 -0.68 1.38
O -0.7257 6.3831 -2.5336 1.91 0.63 -0.90
H -1.4284 8.9684 -2.8194 -0.43 0.40 0.07
H -3.2423 8.6185 -3.0485 0.26 0.17 0.38
H -2.0419 8.0950 -4.2111 0.00 0.32 -0.24
H -2.6750 6.1871 -2.7990 -0.66 0.32 0.01
H -2.1599 7.1599 -1.3946 -0.52 -0.18 0.32
H -0.7157 5.4556 -2.2862 -0.38 0.11 0.04
C -7.9844 5.4370 -1.6313 -1.17 0.51 -0.27
C -8.6988 4.2652 -2.2389 1.05 -0.88 -1.13
O -9.4050 3.5624 -1.2860 -1.68 -0.31 1.95
H -7.3554 5.0510 -0.8291 0.31 0.56 -0.20
H -8.7227 6.1480 -1.2603 -0.18 -0.22 0.66
H -7.5491 6.0602 -2.4125 0.92 -0.49 0.07
H -7.9702 3.5107 -2.5359 0.61 0.42 -0.95
H -9.3305 4.4999 -3.0956 0.04 0.38 -0.10
H -10.0939 3.0315 -1.6925 0.09 0.02 -0.02
C 4.7085 2.8369 -5.2365 0.53 -0.89 0.34
C 4.7286 1.7141 -6.2729 -0.62 2.03 0.14
O 6.0594 1.2742 -6.4821 -0.77 -0.46 -0.28
H 3.6611 3.0618 -5.0349 0.20 0.41 0.35
H 5.3305 3.6977 -5.4821 -0.42 0.13 -0.54
H 5.2347 2.4300 -4.3730 -0.48 0.02 0.59
H 4.2688 2.1750 -7.1471 0.70 -0.35 -0.74
H 3.9624 0.9963 -5.9802 0.56 -0.78 0.18
H 6.2221 0.6416 -5.7786 0.30 -0.12 -0.01
C -4.8171 5.9316 5.6544 -0.18 -0.21 0.10
C -4.5809 7.0833 6.5747 -0.10 1.38 -0.62
O -3.9636 6.8036 7.8192 -0.42 -0.22 -0.20
H -5.8831 5.7043 5.6524 0.18 -0.67 0.13
H -4.1827 5.1033 5.9699 -0.17 -0.23 -0.47
H -4.6024 6.3071 4.6539 0.26 -0.54 -0.11
H -5.5529 7.5674 6.6692 -0.07 0.30 0.62
H -3.9677 7.7942 6.0207 0.31 0.27 0.15
H -3.9731 7.6566 8.2595 0.20 -0.10 0.40
C 2.2273 6.8768 5.7972 -0.34 0.57 -0.40
C 1.1203 6.4767 4.8197 -0.12 -1.33 1.88
O 1.7406 5.7944 3.7702 0.51 0.26 -1.57
H 2.9218 7.4372 5.1713 0.31 0.11 0.21
H 2.7696 6.0602 6.2738 -0.23 -0.25 -0.30
H 1.8868 7.5412 6.5914 -0.18 0.01 -0.08
H 0.4585 7.3048 4.5657 0.35 0.32 -0.45
H 0.4772 5.6800 5.1937 -0.46 0.43 1.09
H 1.0173 5.3823 3.2921 0.21 -0.20 -0.42
C 8.9285 -4.7137 3.5509 1.47 0.01 0.06
C 7.4617 -4.4809 3.4867 -0.38 0.10 -1.50
O 6.9685 -3.9521 4.6809 -0.47 -0.11 0.77
H 9.3591 -3.7235 3.4018 0.55 -0.15 0.10
H 9.3265 -5.3812 2.7866 -0.33 0.18 -0.41
H 9.3649 -5.1260 4.4606 -0.59 0.08 0.37
H 6.8815 -5.3014 3.0644 -0.04 -0.53 0.65
H 7.3455 -3.7322 2.7032 -0.19 0.31 -0.18
H 6.1095 -4.3480 4.8449 -0.02 0.12 0.14
C 12.5177 -5.6607 -11.6995 -0.99 -0.03 0.24
O 11.4371 -4.9385 -11.0193 1.96 -0.67 -0.41
C 11.7183 -4.7491 -9.6215 -1.17 -0.68 -0.24
C 10.3855 -4.2075 -9.0687 0.33 -0.22 0.71
N 10.4116 -4.0568 -7.5935 1.69 1.41 -1.05
C 11.1514 -2.8169 -7.2012 -0.63 -1.42 0.91
C 10.9541 -2.5688 -5.7020 0.56 1.22 -0.98
O 9.5870 -2.4216 -5.4403 -1.19 0.48 -0.06
C 9.1592 -2.7153 -4.1376 1.50 -1.58 0.94
H 13.4177 -5.1233 -11.9983 0.01 0.81 0.72
H 12.1738 -6.0184 -12.6700 -0.61 -0.14 0.25
H 12.8080 -6.5067 -11.0765 0.06 -0.13 -0.08
H 12.6377 -4.1798 -9.4847 -0.22 0.60 0.08
H 11.8664 -5.6794 -9.0730 0.25 -0.52 -0.33
H 9.6045 -4.9275 -9.3132 0.18 -0.15 -0.11
H 10.1863 -3.3317 -9.6862 -0.37 0.63 0.47
H 9.5326 -4.1049 -7.0984 -0.20 0.24 -0.53
H 10.8946 -1.9232 -7.7699 -0.57 0.07 -0.11
H 12.2266 -2.9184 -7.3485 0.11 -0.39 -0.09
H 11.4287 -1.5982 -5.5578 0.26 0.22 0.51
H 11.4919 -3.2824 -5.0780 -0.39 -0.45 0.06
H 8.1132 -2.5500 -3.8794 0.07 0.16 -0.82
H 9.7708 -2.3315 -3.3211 0.16 1.27 -0.15
H 9.4464 -3.7547 -3.9791 -0.80 -0.74 0.05
C -9.0265 -0.4920 -12.0127 0.91 0.90 0.76
O -8.0599 -0.4793 -10.8991 -1.03 -1.26 -1.42
C -6.7667 -1.0773 -11.1569 -0.50 2.33 0.04
C -5.9772 -0.8452 -9.8861 -0.52 0.48 0.85
N -5.5085 0.5228 -9.6094 0.56 0.78 -2.65
C -5.1053 0.9132 -8.3241 -0.13 0.20 2.19
C -5.0178 2.4654 -8.0828 -1.34 -1.18 -0.67
O -6.3295 2.9643 -8.4747 0.15 0.53 -0.28
C -6.3409 4.4274 -8.5354 0.38 -2.02 0.09
H -8.7629 0.3241 -12.6853 0.07 0.06 -0.18
H -10.0164 -0.2623 -11.6184 0.20 -0.04 0.34
H -9.1343 -1.3882 -12.6237 0.54 -0.45 0.41
H -6.2793 -0.4858 -11.9320 0.09 -0.06 -0.48
H -6.7820 -2.1185 -11.4791 -0.33 -0.13 0.31
H -5.1701 -1.5739 -9.9609 0.33 0.20 0.71
H -6.6882 -1.0225 -9.0792 0.07 -1.10 0.33
H -6.1436 1.2715 -9.8463 -0.67 -0.55 -0.82
H -4.2682 0.3240 -7.9496 0.60 0.46 -0.15
H -5.8745 0.6902 -7.5847 -0.60 -0.45 0.39
H -4.2297 2.9807 -8.6319 0.09 0.02 -0.01
H -4.9613 2.5933 -7.0017 0.57 0.20 0.05
H -7.3139 4.8458 -8.7930 -0.15 -0.57 0.07
H -5.6522 4.6406 -9.3530 0.31 0.83 0.43
H -6.0767 4.7142 -7.5175 0.40 0.84 -0.29
C -10.8238 3.9084 5.0366 0.12 1.42 0.01
O -10.5866 2.7872 5.7561 1.76 -3.49 1.25
C -9.6062 1.8652 5.2189 -0.30 0.54 -0.74
C -8.9999 0.8786 6.1720 -1.07 0.25 -0.20
N -8.4896 1.5188 7.3020 1.58 0.07 0.52
C -7.4125 0.7568 7.9657 -0.22 2.31 1.41
C -6.7554 1.6134 9.1252 -1.15 0.35 -0.98
O -7.3076 1.2730 10.3815 0.03 0.11 1.25
C -8.0818 2.3209 11.0113 0.37 0.32 -1.39
H -11.5093 4.3926 5.7321 -0.59 0.68 -1.00
H -11.1323 3.7248 4.0074 -0.69 -0.01 -0.01
H -9.9509 4.5558 4.9522 0.44 0.14 0.06
H -8.7379 2.3960 4.8284 -0.23 0.58 -0.36
H -10.0741 1.2572 4.4446 -0.10 0.28 -0.48
H -8.1446 0.4560 5.6450 -0.23 -0.46 -0.29
H -9.7532 0.1207 6.3869 -0.02 -0.63 0.13
H -9.0790 2.2483 7.6769 0.45 -0.40 0.65
H -6.6097 0.5511 7.2578 -0.21 -0.13 -0.35
H -7.8046 -0.1739 8.3758 0.24 -0.20 0.17
H -6.8997 2.6770 8.9350 -0.84 0.21 -0.29
H -5.6689 1.6672 9.0565 0.34 -1.25 0.64
H -8.4260 2.1602 12.0330 0.46 -0.85 -0.12
H -8.9617 2.5057 10.3952 -0.25 0.03 0.00
H -7.5073 3.2472 11.0092 0.15 0.12 0.11
C 0.7247 -9.6864 7.5656 -0.30 -0.23 -1.12
O 1.5312 -9.4260 6.4289 1.40 -0.81 -0.19
C 1.1680 -8.5390 5.3950 -0.51 0.86 0.88
C -0.0980 -8.8998 4.6721 -0.14 -0.93 -0.72
N -0.0356 -10.2890 4.2212 -1.78 -0.65 0.16
C -1.2849 -10.7429 3.5583 -0.24 0.34 0.30
C -1.7038 -9.9766 2.2756 1.91 -0.01 -0.16
O -0.4925 -9.9831 1.5172 0.16 -1.30 0.22
C -0.3217 -9.2047 0.3778 -0.02 1.54 0.70
H -0.1552 -10.2571 7.2688 -0.56 0.43 -0.10
H 0.4865 -8.7694 8.1046 -0.15 -0.01 0.15
H 1.2297 -10.4186 8.1957 0.57 0.47 0.04
H 1.9613 -8.4075 4.6592 0.48 -0.70 0.29
H 1.0868 -7.5534 5.8534 -0.38 0.46 -0.09
H -0.2929 -8.2834 3.7944 0.36 0.78 0.09
H -0.9546 -8.7448 5.3280 -0.18 -0.36 0.13
H 0.7847 -10.5433 3.6897 -0.05 0.40 -0.11
H -2.1086 -10.5720 4.2515 -0.02 -0.07 0.36
H -1.2573 -11.8226 3.4113 0.26 0.07 -0.27
H -1.9846 -8.9688 2.5816 -0.06 0.34 -0.22
H -2.4949 -10.3950 1.6533 -0.29 -0.32 0.40
H -1.2633 -8.9336 -0.0998 -0.03 -0.30 -0.39
H 0.4381 -9.5941 -0.2998 -0.42 -0.58 -0.03
H 0.1173 -8.2778 0.7468 -0.01 0.62 -0.31
C 5.5813 5.4365 1.2932 -0.14 -0.44 -0.23
O 6.0586 4.2578 1.9632 -2.28 -0.94 -2.23
C 6.9731 4.5433 2.9254 0.62 0.33 2.04
C 7.5989 3.2656 3.4493 0.38 -1.53 -1.20
N 6.7047 2.2561 4.1224 0.05 2.00 -1.59
C 6.3310 2.7589 5.4109 -1.08 -0.36 1.53
C 4.9881 2.1929 5.9776 1.68 -1.00 -1.27
O 3.8754 2.3536 5.0894 0.90 1.01 0.99
C 2.7010 1.8498 5.6822 -0.92 -0.93 -1.06
H 6.3881 5.8650 0.6986 0.29 0.53 0.60
H 5.0902 6.0671 2.0344 0.35 0.49 -0.15
H 4.8473 5.2214 0.5167 -0.20 -0.72 0.36
H 6.4643 5.0859 3.7221 0.07 0.34 0.36
H 7.7335 5.2058 2.5119 0.42 -0.04 0.12
H 8.5467 3.4138 3.9669 -0.20 0.56 0.68
H 7.9659 2.7955 2.5369 -0.14 -0.38 -0.19
H 7.2306 1.3978 4.2053 -0.13 -0.11 -0.03
H 6.3072 3.8473 5.4648 -0.15 0.04 -0.47
H 7.1102 2.4832 6.1215 -0.04 -0.03 0.54
H 4.9182 2.5210 7.0148 -0.84 0.58 -0.10
H 5.1205 1.1128 6.0397 0.15 -0.32 0.20
H 2.7746 0.7948 5.9461 0.56 -0.19 0.25
H 1.9955 1.8130 4.8521 -0.46 0.45 0.32
H 2.3197 2.3726 6.5593 0.21 0.47 -0.18
```
Positions in Å, forces in eV/Å.

Summary:
DFT total energy: -143344.529 eV